w) Here is a single C3H6N2OS molecule from the Open Molecules 2025 dataset. Energies are from ωB97M-V/def2-TZVPD.

## Properties
- SMILES: [H]/N=C(/C)NOC=S
- Orbital gap: 0.348 Eh
- E_LUMO: 0.1 eV

Each line ends with the Löwdin charge.
Positions of all 13 atoms, in Å:
C -1.747 -1.209 0.079  -0.03
C -0.320 -0.785 0.032  -0.47
C 1.731 1.782 0.153  -0.73
H -2.205 -0.493 0.757  0.08
H -2.265 -1.020 -0.858  0.08
H -1.745 -2.255 0.418  0.09
H 1.508 -1.138 0.251  0.04
H -0.709 0.984 -1.053  0.16
H 0.895 2.001 0.817  0.08
N 0.617 -1.619 0.308  0.16
N -0.160 0.573 -0.293  0.01
O 1.140 0.880 -0.637  -0.16
S 3.262 2.297 0.027  0.69

=====

x) Here is a single C3H6N2OS molecule from the Open Molecules 2025 dataset. Energies are from ωB97M-V/def2-TZVPD.

## Properties
- SMILES: CC(=O)S/N=C\N
- Orbital gap: 0.357 Eh
- E_LUMO: 0.9 eV

Each line ends with the Löwdin charge.
Positions of all 13 atoms, in Å:
C 2.524 -0.169 0.092  -0.09
C 1.085 0.009 -0.146  -0.77
C -2.315 -0.391 -0.177  -0.35
H 2.851 0.608 0.755  0.09
H 3.058 -0.016 -0.830  0.09
H 2.671 -1.122 0.620  0.07
H -3.304 -0.563 -0.575  0.11
H -1.102 1.129 0.186  0.03
H -2.690 1.540 0.408  0.11
N -1.501 -1.384 -0.373  -0.31
N -1.999 0.772 0.450  0.09
O 0.560 1.069 -0.498  -0.04
S 0.161 -1.481 0.087  0.96

=====

y) Here is a single C3H6N2OS molecule from the Open Molecules 2025 dataset. Energies are from ωB97M-V/def2-TZVPD.

## Properties
- Orbital gap: 0.286 Eh
- E_LUMO: 0.5 eV

Each line ends with the Löwdin charge.
Positions of all 13 atoms, in Å:
O 1.770 2.909 -1.544  -0.63
S 1.599 2.896 -0.097  0.86
C 1.190 1.378 0.249  -0.64
N 0.157 0.799 -0.420  0.02
N 1.390 0.646 1.448  -0.01
C -0.370 -0.382 0.365  -0.12
C 0.347 -0.296 1.674  -0.20
H -0.440 1.365 -1.014  0.14
H 2.330 0.223 1.530  0.14
H -0.170 -1.278 -0.191  0.11
H -1.378 -0.231 0.508  0.09
H 0.812 -1.223 1.876  0.11
H -0.359 0.073 2.495  0.14

=====

z) Here is a single C3H6N2OS molecule from the Open Molecules 2025 dataset. Energies are from ωB97M-V/def2-TZVPD.

## Properties
- SMILES: NN1C[C@H](S)C1=O
- Orbital gap: 0.373 Eh
- E_LUMO: 0.7 eV

Each line ends with the Löwdin charge.
Positions of all 13 atoms, in Å:
C -0.085 -1.017 0.109  -0.16
C -1.074 0.091 0.540  -0.54
C 0.046 1.044 0.178  -0.53
H 2.209 0.709 -1.363  0.09
H 2.780 0.412 0.116  0.10
H -0.332 -1.652 -0.763  0.12
H 0.210 -1.645 0.945  0.11
H -1.259 0.123 1.625  0.12
H -3.268 -0.686 -0.179  -0.12
N 2.209 -0.008 -0.635  0.10
N 0.894 -0.008 -0.103  -0.14
O 0.179 2.222 0.041  0.10
S -2.511 0.414 -0.509  0.77

=====

Here is how they stack up, most stable first: x), z), y), w).

=====

w) Here is a single C3H6N2OS molecule from the Open Molecules 2025 dataset. Energies are from ωB97M-V/def2-TZVPD.

## Properties
- SMILES: CO/C=N/NC=S
- Orbital gap: 0.327 Eh
- E_LUMO: 0.6 eV

Each line ends with the Löwdin charge.
Positions of all 13 atoms, in Å:
C 1.618 -1.382 -1.817  -0.06
C -0.644 -0.917 -1.410  -0.21
C -0.950 1.027 1.493  -0.75
H 2.216 -1.730 -2.657  0.09
H 1.845 -0.429 -1.520  0.05
H 1.783 -2.079 -0.936  0.12
H -1.666 -1.152 -1.794  0.16
H -2.183 0.054 0.206  0.13
H -1.890 1.329 1.937  0.06
N -0.279 -0.249 -0.389  0.06
N -1.236 0.234 0.449  -0.11
O 0.257 -1.484 -2.224  -0.10
S 0.519 1.476 2.033  0.57

=====

x) Here is a molecular structure, C3H6N2OS from the Open Molecules 2025 dataset. Energies are from ωB97M-V/def2-TZVPD.

## Properties
- Orbital gap: 0.345 Eh
- E_LUMO: 0.2 eV

Each line ends with the Löwdin charge.
Positions of all 13 atoms, in Å:
C 0.428 -1.132 -0.062  -0.23
C 1.328 -0.497 -1.289  -0.18
C -0.365 1.019 -0.210  -0.33
H 0.131 -0.041 3.129  -0.04
H 0.881 -2.248 0.469  0.17
H -0.737 -1.329 -0.844  0.22
H 2.080 0.158 -1.023  0.09
H 1.602 -1.192 -2.011  0.09
H -0.711 1.781 0.398  0.06
N 0.477 0.287 0.765  -0.34
N -0.444 1.084 -1.540  0.07
O 0.290 0.055 -2.155  -0.21
S -0.884 -0.218 1.995  0.64

=====

Here is how they stack up, most stable first: w), x).

=====

w) Here is 2 unconnected molecules or ions with the total composition C14H16 from the Open Molecules 2025 dataset. Energies are from ωB97M-V/def2-TZVPD.

## Properties
- SMILES: Cc1ccccc1.Cc1ccccc1
- Orbital gap: 0.357 Eh
- E_LUMO: 0.9 eV

Each line ends with the Löwdin charge.
Positions of all 30 atoms, in Å:
C -3.560 -0.393 -0.444  -0.05
C -0.142 -1.888 0.358  -0.09
C -0.280 -2.232 1.694  -0.09
C -1.196 -1.303 -0.324  -0.06
C -2.417 -1.039 0.293  -0.28
C -1.509 -1.998 2.310  -0.09
C -2.572 -1.436 1.620  -0.06
H 0.806 -2.049 -0.141  0.10
H 0.459 -2.766 2.271  0.10
H -1.024 -0.948 -1.333  0.11
H -1.619 -2.273 3.356  0.10
H -3.522 -0.614 -1.505  0.07
H -3.465 0.700 -0.384  0.08
H -3.529 -1.366 2.115  0.10
H -4.495 -0.679 0.019  0.07
C 1.292 2.029 -2.694  -0.06
C 1.368 1.643 1.072  -0.09
C 2.421 0.743 1.255  -0.10
C 1.014 2.058 -0.192  -0.06
C 1.681 1.548 -1.315  -0.28
C 3.049 0.219 0.137  -0.11
C 2.726 0.653 -1.137  -0.06
H 0.849 1.931 1.972  0.10
H 2.819 0.528 2.231  0.10
H 0.247 2.819 -0.344  0.11
H 3.786 -0.572 0.291  0.11
H 0.230 2.258 -2.765  0.07
H 1.440 1.246 -3.439  0.07
H 3.281 0.268 -1.984  0.11
H 1.861 2.912 -2.994  0.08

=====

x) Here is 2 unconnected molecules or ions with the total composition C14H16 from the Open Molecules 2025 dataset. Energies are from ωB97M-V/def2-TZVPD.

## Properties
- SMILES: Cc1ccccc1.Cc1ccccc1
- Orbital gap: 0.359 Eh
- E_LUMO: 0.9 eV

Each line ends with the Löwdin charge.
Positions of all 30 atoms, in Å:
C 1.966 -2.131 -0.171  -0.06
C -0.151 -1.852 1.298  -0.06
C 0.493 -2.198 0.128  -0.28
C -1.535 -1.757 1.364  -0.09
C -0.298 -2.887 -0.797  -0.07
C -2.304 -2.133 0.260  -0.09
C -1.684 -2.780 -0.830  -0.07
H 0.415 -1.514 2.162  0.11
H -2.007 -1.552 2.314  0.10
H 2.531 -3.032 0.123  0.09
H 2.593 -1.387 0.315  0.06
H 0.228 -3.401 -1.593  0.11
H -3.375 -1.987 0.279  0.09
H -2.307 -3.207 -1.600  0.10
H 2.039 -2.091 -1.255  0.07
C 2.300 1.562 0.266  -0.05
C -1.749 2.894 -0.457  -0.09
C -0.907 3.499 0.458  -0.10
C -1.163 1.952 -1.302  -0.09
C 0.399 3.090 0.703  -0.06
C 0.128 1.529 -1.087  -0.06
C 0.922 2.074 -0.080  -0.29
H -2.796 3.155 -0.433  0.10
H -1.360 4.316 1.018  0.10
H -1.659 1.529 -2.169  0.10
H 0.983 3.603 1.456  0.11
H 0.566 0.659 -1.571  0.11
H 3.067 2.309 0.417  0.08
H 2.567 0.751 -0.405  0.05
H 2.099 0.990 1.189  0.08

=====

Here is how they stack up, most stable first: w), x).

=====

w) Here is 2 unconnected molecules or ions with the total composition C14H16 from the Open Molecules 2025 dataset. Energies are from ωB97M-V/def2-TZVPD.

## Properties
- SMILES: Cc1ccccc1.Cc1ccccc1
- Orbital gap: 0.359 Eh
- E_LUMO: 0.9 eV

Each line ends with the Löwdin charge.
Positions of all 30 atoms, in Å:
C 2.719 3.284 -0.773  -0.06
C 1.790 1.308 0.542  -0.05
C 2.828 2.025 -0.028  -0.28
C 1.951 0.072 1.194  -0.07
C 4.103 1.462 0.213  -0.06
C 3.253 -0.423 1.342  -0.11
C 4.294 0.170 0.657  -0.09
H 0.845 1.566 0.520  0.04
H 1.244 -0.415 1.972  0.14
H 2.985 3.092 -1.812  0.09
H 3.178 4.099 -0.265  0.08
H 4.981 2.107 -0.186  0.14
H 3.328 -1.374 1.696  0.07
H 5.285 -0.225 0.772  0.10
H 1.706 3.601 -0.849  0.07
C -4.480 -2.280 -1.994  -0.04
C -1.390 -0.611 -0.512  -0.09
C -2.270 -1.387 -1.307  -0.04
C -1.813 -0.219 0.699  -0.12
C -3.598 -1.622 -0.964  -0.26
C -3.066 -0.670 1.176  -0.10
C -3.975 -1.272 0.348  -0.07
H -0.436 -0.292 -0.854  0.09
H -1.769 -1.770 -2.156  0.09
H -1.082 0.355 1.203  0.07
H -3.362 -0.564 2.308  0.14
H -4.063 -2.700 -2.836  0.05
H -5.439 -1.826 -2.049  0.08
H -5.042 -1.355 0.700  0.13
H -4.433 -3.319 -1.723  0.08

=====

x) Here is 2 unconnected molecules or ions with the total composition C14H16 from the Open Molecules 2025 dataset. Energies are from ωB97M-V/def2-TZVPD.

## Properties
- SMILES: Cc1ccccc1.Cc1ccccc1
- Orbital gap: 0.361 Eh
- E_LUMO: 0.9 eV

Each line ends with the Löwdin charge.
Positions of all 30 atoms, in Å:
C 1.387 -1.640 -3.106  -0.06
C 2.852 0.247 -0.195  -0.09
C 2.957 -0.731 0.786  -0.10
C 2.241 -0.021 -1.409  -0.06
C 1.849 -1.330 -1.720  -0.30
C 2.519 -2.017 0.495  -0.09
C 2.006 -2.319 -0.758  -0.06
H 3.199 1.249 -0.001  0.10
H 3.395 -0.537 1.757  0.10
H 2.014 0.765 -2.118  0.11
H 2.634 -2.788 1.243  0.10
H 1.245 -2.695 -3.329  0.07
H 2.055 -1.239 -3.872  0.08
H 1.774 -3.339 -1.029  0.11
H 0.428 -1.167 -3.333  0.08
C -3.713 2.608 -0.262  -0.06
C -1.103 -0.053 0.454  -0.08
C -1.036 -0.023 1.840  -0.10
C -1.965 0.792 -0.227  -0.05
C -2.772 1.680 0.479  -0.28
C -1.809 0.879 2.543  -0.09
C -2.692 1.720 1.867  -0.06
H -0.468 -0.786 -0.032  0.09
H -0.320 -0.660 2.335  0.10
H -2.007 0.707 -1.309  0.11
H -1.742 0.953 3.626  0.10
H -4.233 2.132 -1.091  0.07
H -3.158 3.482 -0.637  0.08
H -3.350 2.361 2.438  0.11
H -4.432 3.053 0.423  0.07

=====

y) Here is 2 unconnected molecules or ions with the total composition C14H16 from the Open Molecules 2025 dataset. Energies are from ωB97M-V/def2-TZVPD.

## Properties
- SMILES: Cc1ccccc1.Cc1ccccc1
- Orbital gap: 0.365 Eh
- E_LUMO: 1.0 eV

Each line ends with the Löwdin charge.
Positions of all 30 atoms, in Å:
C 1.593 -3.582 3.043  -0.06
C -0.674 -1.293 0.203  -0.11
C -0.256 -2.579 -0.097  -0.08
C -0.338 -0.749 1.429  -0.09
C 0.539 -3.260 0.810  -0.06
C 0.393 -1.459 2.355  -0.05
C 0.890 -2.719 2.038  -0.29
H -1.300 -0.767 -0.501  0.08
H -0.537 -2.999 -1.054  0.10
H -0.668 0.267 1.610  0.11
H 0.903 -4.249 0.544  0.11
H 0.743 -1.042 3.296  0.11
H 2.526 -3.986 2.646  0.08
H 0.944 -4.406 3.333  0.08
H 1.926 -3.047 3.930  0.07
C -1.754 0.992 -2.701  -0.05
C -0.452 4.154 -1.063  -0.09
C 0.786 3.739 -0.582  -0.10
C -1.217 3.241 -1.757  -0.07
C -0.864 1.900 -1.896  -0.28
C 1.184 2.425 -0.760  -0.09
C 0.362 1.490 -1.378  -0.06
H -0.778 5.178 -0.962  0.10
H 1.393 4.425 -0.012  0.10
H -2.196 3.494 -2.138  0.11
H 2.144 2.143 -0.349  0.10
H -2.803 1.213 -2.491  0.08
H -1.647 -0.046 -2.380  0.05
H 0.709 0.466 -1.350  0.10
H -1.550 1.058 -3.766  0.08

=====

Here is how they stack up, most stable first: x), y), w).